Entry from the OMol25 dataset: a 2-piece molecular cluster, C10H14NO2 overall (ωB97M-V with the def2-TZVPD basis set).

The multiplicity is 1. The value obtained for the frontier orbital gap (alpha / beta) is 6.24 / 7.30 eV. The value obtained for the largest force on an atom is 4.47 eV Å⁻¹. As for the total charge: +1. The value obtained for the highest occupied orbital energy (alpha / beta) is -12.1 / -11.9 eV. The energy relative to the best compared isomer or geometry (same formula, charge and spin) comes out at 7.217 eV. The energy is -594.19849 Ha.

Each line ends with the Löwdin charge.
Atoms and positions in Å:
C (-0.7112, -0.7481, -1.9167)  0.01
H (-3.3930, 1.0964, 0.7798)  0.10
H (-1.6459, -1.0519, -2.3230)  0.11
H (2.5712, -2.1481, 0.1948)  0.10
H (-0.3576, 0.0425, -2.5385)  0.11
O (-0.0018, -2.7595, 0.1670)  0.10
C (4.1460, 0.7388, -0.2758)  -0.10
H (5.1628, -1.0509, 0.2100)  0.08
C (-0.3368, -0.9370, 1.7983)  -0.06
O (2.8676, 1.0065, -0.3951)  0.04
H (-3.4275, 0.4768, -0.9394)  0.16
H (0.7470, -0.7602, 1.9380)  0.13
H (-3.2372, -0.6177, 0.2440)  0.12
C (4.2742, -0.5942, 0.0708)  -0.03
H (-0.0554, -1.5491, -2.0220)  0.09
C (2.9839, -1.1625, 0.2064)  -0.04
H (-1.8790, 0.4843, 2.2541)  0.13
H (4.8786, 1.4481, -0.2237)  0.11
C (-0.3614, -1.5571, 0.4112)  -0.34
C (-1.0154, 0.3943, 1.6111)  -0.08
N (-1.5082, 0.5250, 0.1953)  -0.07
H (-1.2172, 1.3613, -0.2967)  0.20
H (-0.2411, 1.1593, 1.8714)  0.16
C (-2.9410, 0.4145, 0.1182)  0.01
C (2.2490, -0.1446, -0.2923)  -0.03
C (-0.7442, -0.5389, -0.5082)  -0.14
H (-0.7159, -1.5487, 2.6317)  0.15

Entry from the OMol25 dataset: C11H18Cl2N2Pt as an isolated structure (ωB97M-V with the def2-TZVPD basis set).

The multiplicity is 5. The value obtained for the frontier orbital gap (alpha / beta) is 6.62 / 6.01 eV. The value obtained for the largest force on an atom is 5.17 eV Å⁻¹. As for the total charge: 0. The value obtained for the highest occupied orbital energy (alpha / beta) is -6.4 / -8.7 eV. The energy is -1578.90860 Ha.

Each line ends with the Mulliken spin population.
Atoms and positions in Å:
C (-1.4270, -0.9730, 2.9897)  0.00
H (0.7926, -3.6720, 0.7106)  0.00
H (-1.3509, -2.4214, 4.7056)  0.00
C (-1.2082, -2.1579, 3.6716)  0.00
H (3.7292, 2.2039, -1.6870)  0.00
C (2.5488, 0.3848, -1.8012)  0.01
H (-3.4338, 2.5723, 0.4633)  0.04
H (-0.4795, -4.0081, 2.8759)  0.00
H (-0.8628, -4.0623, 0.1967)  0.00
C (0.3171, 2.2721, -1.3552)  0.06
N (-1.1565, -1.1573, 1.6303)  0.08
C (0.1326, 0.6970, -1.2606)  -0.07
H (-0.7562, 0.5106, -1.9195)  0.10
C (1.2076, -0.0797, -1.3631)  0.12
H (2.6971, 0.3399, -2.8965)  0.02
H (1.1017, -1.1456, -1.2053)  0.04
H (-0.0572, -2.6099, -0.4888)  -0.01
C (-3.2753, 1.5358, 0.0498)  1.20
C (1.6964, 2.7467, -1.7913)  0.00
Pt (-1.6461, 0.5229, 0.0711)  1.70
Cl (-2.5655, -1.2594, -1.1391)  0.34
H (-4.1183, 1.3101, -0.6748)  0.03
C (2.7855, 1.8215, -1.3141)  0.01
Cl (-0.6208, 1.7918, 1.7283)  0.34
H (-1.7090, -0.0214, 3.3974)  0.01
H (1.8364, 3.7649, -1.3903)  0.00
H (3.3296, -0.2237, -1.3275)  0.01
N (-0.7537, -3.0327, 2.7257)  0.01
C (-0.7038, -2.4155, 1.5152)  -0.01
C (-0.1731, -3.2260, 0.4040)  0.01
H (1.6933, 2.7781, -2.8931)  0.00
H (-0.4634, 2.6454, -2.0175)  0.01
H (0.0772, 2.7095, -0.3893)  -0.02
H (2.8161, 1.8585, -0.2213)  0.00

Entry from the OMol25 dataset: an isolated ion of composition C9H18NO4 and charge +1 (ωB97M-V with the def2-TZVPD basis set).

The multiplicity is 1. The value obtained for the frontier orbital gap is 10.97 eV. The value obtained for the largest force on an atom is 5.70 eV Å⁻¹. The SMILES is CC[C@](C)(O)[C@]1([NH2+]CCCO)OC1=O. As for the total charge: +1. The value obtained for the highest occupied orbital energy is -13.9 eV. The energy relative to the best compared isomer or geometry (same formula, charge and spin) comes out at 5.034 eV. The energy is -709.05920 Ha.

Each line ends with the Löwdin charge.
Atoms and positions in Å:
H (1.6093, -1.1819, 0.9160)  0.20
H (-3.6873, 1.8711, -1.9851)  0.14
H (2.9570, 1.2324, 0.2288)  0.13
H (4.3151, -1.5379, -0.4207)  0.17
H (-3.3730, -0.4132, -0.7567)  0.15
C (-2.2935, -0.5025, 1.7728)  0.01
H (-2.2008, 0.9180, -2.2415)  0.04
N (0.5153, 0.1951, -0.4278)  0.17
H (6.0167, -0.1056, 0.5275)  0.03
C (4.1924, -0.6163, 0.3108)  -0.26
C (1.7031, -0.5570, -0.1003)  -0.16
H (-3.1480, -0.1104, 2.2888)  0.09
H (0.3937, 0.9031, 0.2558)  0.13
H (-2.1006, 2.3118, -1.1328)  0.06
H (-2.5921, -1.6212, 1.4798)  0.15
H (-3.7823, 1.1695, 0.3582)  0.17
O (5.2548, 0.3158, 0.3560)  0.01
C (-0.7845, -0.5638, -0.2288)  -0.13
O (-1.1664, 1.4720, 0.9116)  0.03
H (3.8587, -0.9920, 1.2880)  0.12
C (-1.8296, 0.2473, 0.5598)  -0.48
C (-3.0325, 0.6053, -0.3764)  -0.16
C (-2.6552, 1.5184, -1.5313)  -0.07
H (-1.4947, -0.5901, 2.4903)  0.10
H (1.8538, -1.3899, -0.8666)  0.16
O (-1.3942, -1.1513, -1.4417)  0.21
O (-0.9333, -3.0608, -0.2324)  0.27
H (3.1503, 0.5627, -1.2752)  0.16
H (0.4770, 0.7768, -1.2500)  0.21
H (-1.7668, 2.0557, 1.1892)  0.05
C (3.0203, 0.1996, -0.1652)  -0.21
C (-1.0827, -1.9606, -0.5005)  -0.49

Entry from the OMol25 dataset: a 2-piece molecular cluster, CH2O4S2 overall (ωB97M-V with the def2-TZVPD basis set).

The multiplicity is 1. The value obtained for the frontier orbital gap is 7.75 eV. The value obtained for the largest force on an atom is 3.68 eV Å⁻¹. As for the total charge: 0. The value obtained for the highest occupied orbital energy is -9.7 eV. The energy relative to the best compared isomer or geometry (same formula, charge and spin) comes out at 1.740 eV. The energy is -1136.52732 Ha.

Each line ends with the Löwdin charge.
Atoms and positions in Å:
C (-0.1125, -0.2601, -0.3907)  -0.18
O (-4.1398, 1.2358, 0.8805)  -0.42
O (-1.1178, -2.0855, 1.3038)  -0.32
S (-4.3041, 0.3599, -0.2570)  0.95
O (-3.1145, -0.4929, -0.3940)  -0.50
H (0.0522, 0.6167, 0.2488)  0.06
O (-0.6476, -2.6711, -1.0718)  -0.30
H (-0.1571, -0.0382, -1.3710)  -0.01
S (-0.7930, -1.6885, -0.0643)  0.71

Entry from the OMol25 dataset: a 2-piece molecular cluster, C6H8N2O2 overall (ωB97M-V with the def2-TZVPD basis set).

The multiplicity is 1. The value obtained for the frontier orbital gap is 9.18 eV. The value obtained for the largest force on an atom is 1.16 eV Å⁻¹. The SMILES is N#CC(=O)[C@H]1N[C@H]2C[C@H]21.O. As for the total charge: 0. The value obtained for the highest occupied orbital energy is -9.5 eV. The energy relative to the best compared isomer or geometry (same formula, charge and spin) comes out at 3.481 eV. The energy is -493.31894 Ha.

Each line ends with the Löwdin charge.
Atoms and positions in Å:
C (-1.2902, -0.5076, -0.4825)  -0.34
C (-1.8264, -0.2672, 0.9006)  -0.08
H (0.8208, -2.3298, -2.0720)  0.11
H (2.9012, -1.1770, -1.4325)  0.14
H (2.4944, 1.2282, -0.5270)  0.11
H (-0.0917, -2.1830, 0.0270)  0.17
H (1.5775, -0.5252, 1.0948)  0.14
C (1.9121, -0.7596, -1.2457)  -0.24
O (-2.1362, 2.9464, 2.8354)  -0.08
N (0.6928, -1.3547, -1.8199)  0.06
O (-1.9190, -0.1105, -1.4261)  0.15
H (-2.4569, 2.0615, 3.0743)  0.01
H (0.8944, 1.2237, -1.4452)  0.12
N (-2.2853, -0.2030, 1.9609)  0.18
H (-2.1755, 2.9774, 1.8742)  0.02
C (0.0307, -1.2279, -0.5089)  -0.25
C (1.6350, 0.6549, -0.8765)  -0.06
C (1.2224, -0.4466, 0.0690)  -0.15

Entry from the OMol25 dataset: one molecule with the formula C6H13N3OS (ωB97M-V with the def2-TZVPD basis set).

The multiplicity is 1. The value obtained for the frontier orbital gap is 8.77 eV. The value obtained for the largest force on an atom is 5.75 eV Å⁻¹. The SMILES is CC[S@]1(=O)=NN=CN1C(C)C. As for the total charge: 0. The value obtained for the highest occupied orbital energy is -8.4 eV. The energy relative to the best compared isomer or geometry (same formula, charge and spin) comes out at 5.030 eV. The energy is -873.91908 Ha.

Each line ends with the Löwdin charge.
Atoms and positions in Å:
N (-0.5613, -0.6370, 1.8952)  -0.07
H (-3.5890, 1.1651, 0.6895)  0.12
H (3.2971, 0.4431, -1.2702)  0.03
H (-2.0725, 2.1059, -1.1138)  0.09
O (-1.9450, -0.5077, -1.5215)  -0.33
H (1.6596, -2.7834, -1.3813)  0.07
H (-3.1591, 2.9649, 0.6805)  0.06
H (3.6555, -1.1509, -0.7873)  0.08
C (1.0326, -2.2031, -0.7259)  -0.06
H (1.3507, -0.3391, 2.1881)  0.15
H (-2.3627, 2.0517, 1.9188)  0.08
N (-1.6494, -0.6792, 1.1305)  -0.26
C (-2.7415, 1.9813, 0.8787)  -0.17
H (-0.0242, -2.2276, -1.0299)  0.06
S (-1.3932, -0.0566, -0.2581)  0.89
C (-1.6319, 1.8319, -0.1481)  -0.26
C (0.5596, -0.2675, 1.3637)  -0.32
H (-0.7653, 2.3689, 0.1005)  0.07
H (1.1272, -0.4484, -1.9077)  0.15
C (2.9436, -0.3219, -0.7098)  -0.03
H (1.1291, -2.4838, 0.3979)  0.11
N (0.6690, 0.0982, 0.0454)  -0.08
C (1.4295, -0.7362, -0.8353)  -0.47
H (3.0415, -0.1683, 0.3999)  0.08

Entry from the OMol25 dataset: one molecule with the formula C19H30N2O3S (ωB97M-V with the def2-TZVPD basis set).

The multiplicity is 1. The value obtained for the frontier orbital gap is 9.45 eV. The value obtained for the largest force on an atom is 0.86 eV Å⁻¹. The SMILES is CC[C@H](C)NS(=O)(=O)c1ccc(NC(=O)CCC2CCCCC2)cc1. As for the total charge: 0. The value obtained for the highest occupied orbital energy is -9.0 eV. The energy relative to the best compared isomer or geometry (same formula, charge and spin) comes out at 0.117 eV. The energy is -1475.44829 Ha.

Each line ends with the Löwdin charge.
Atoms and positions in Å:
N (-4.9025, -0.1851, -0.5251)  -0.10
H (1.4133, 2.6506, 1.1098)  0.14
C (-2.3511, 1.8089, 1.3370)  -0.06
H (-4.4947, -2.5872, 1.8015)  0.08
O (-5.4356, 2.2169, -0.7890)  -0.28
C (4.1786, -0.5021, 1.5506)  -0.18
C (-2.3602, 1.8346, -1.0661)  -0.05
H (-0.4721, 2.2027, -2.0121)  0.10
H (5.2427, -0.3143, 1.7135)  0.12
C (3.6901, 0.3626, 0.3855)  -0.34
C (3.9677, -1.9849, 1.2623)  -0.20
H (-4.6119, -3.6531, -2.3602)  0.07
H (-2.9163, 1.7624, -1.9878)  0.12
C (3.9014, 1.8447, 0.7182)  -0.17
H (-5.6614, -2.2994, -1.9281)  0.07
H (5.7697, -2.2383, 0.1170)  0.11
H (-0.4621, 2.1752, 2.2672)  0.11
C (-4.9558, -3.0285, -1.5389)  -0.10
C (-5.0221, -1.7940, 1.2774)  -0.05
O (1.7124, 2.2434, -1.9904)  0.08
O (-5.2331, 1.2896, 1.4919)  -0.29
C (-1.0024, 2.0929, -1.0812)  0.01
H (2.6175, 0.1810, 0.2470)  0.14
H (3.6484, -0.2256, 2.4657)  0.11
H (2.8994, -2.1839, 1.1486)  0.11
H (5.4789, 0.1613, -0.7965)  0.13
C (4.6954, -2.3845, -0.0167)  -0.21
H (-5.4744, -3.6625, -0.8258)  0.07
C (1.9759, 2.4768, -0.8345)  -0.47
C (-3.7689, -2.3314, -0.8827)  -0.21
S (-4.7831, 1.3357, 0.1330)  0.64
C (-4.1683, -1.2550, 0.1337)  -0.44
H (-3.2391, -0.8378, 0.5604)  0.13
H (4.3315, -2.5797, 2.1027)  0.11
H (-2.9058, 1.6966, 2.2549)  0.11
H (3.1460, -1.7244, -1.3535)  0.12
H (-3.1479, -3.0706, -0.3731)  0.11
H (4.0296, 2.7787, -1.2321)  0.12
H (-4.7680, -0.1355, -1.5224)  0.10
C (4.2085, -1.5338, -1.1847)  -0.20
C (-0.9959, 2.0744, 1.3327)  -0.01
H (-3.1523, -1.8605, -1.6539)  0.11
C (-3.0248, 1.6903, 0.1367)  -0.29
H (3.4186, 2.0575, 1.6770)  0.11
H (3.3840, 3.8260, 0.0327)  0.12
H (4.9693, 2.0310, 0.8535)  0.12
H (-5.9635, -2.1743, 0.8944)  0.08
H (4.0276, 0.5295, -1.7403)  0.11
C (3.3796, 2.8050, -0.3577)  -0.10
N (1.0550, 2.4859, 0.1793)  0.14
H (4.5252, -3.4421, -0.2281)  0.11
H (4.7447, -1.8083, -2.0951)  0.11
C (-0.3092, 2.2138, 0.1240)  -0.21
H (-5.2395, -0.9835, 1.9666)  0.06
C (4.4112, -0.0482, -0.8989)  -0.16

Entry from the OMol25 dataset: C12H30AgF5NO15S3V2 as an isolated structure (ωB97M-V with the def2-TZVPD basis set).

The multiplicity is 7. The value obtained for the frontier orbital gap (alpha / beta) is 7.14 / 8.18 eV. The value obtained for the largest force on an atom is 3.09 eV Å⁻¹. As for the total charge: +1. The value obtained for the highest occupied orbital energy (alpha / beta) is -11.8 / -12.9 eV. The energy is -5387.27557 Ha.

Each line ends with the Mulliken spin population.
Atoms and positions in Å:
H (0.8987, 2.2027, 3.8667)  0.00
H (-1.9571, 5.2978, -0.0450)  0.00
O (1.8510, -0.9616, -2.0064)  0.00
H (3.2526, 1.5084, -3.7459)  -0.01
H (0.5938, 0.9301, -5.1855)  0.00
O (0.8123, 0.0419, 0.6974)  0.03
H (-4.7947, -3.7152, -0.9436)  0.00
H (-4.2471, -1.6036, 2.1796)  0.00
H (-2.5417, -1.1848, 4.6470)  0.00
C (-3.1383, -4.1913, -2.2004)  0.01
N (3.5362, 1.3840, -0.5399)  0.07
H (0.9631, 1.8587, 5.6208)  0.00
V (1.6323, 1.0813, -1.1927)  2.86
H (0.9967, -0.2377, 2.5476)  0.00
C (0.7674, 1.4412, 4.6340)  0.00
H (-1.9414, -1.7857, 1.9292)  0.00
H (-2.0729, -3.9363, -2.2070)  0.00
O (4.1872, 3.5004, 0.8583)  0.00
Ag (1.3132, -2.2951, 1.3229)  0.00
H (-4.1315, -2.6073, 3.5585)  0.00
C (-3.1779, -0.7436, 3.8719)  0.00
S (5.0825, 1.3213, -1.0564)  0.01
F (2.7292, -3.3179, -3.5421)  0.00
H (-0.2998, 1.1825, 4.6426)  0.00
C (1.4357, -3.0910, -3.5504)  0.00
H (-2.5740, 0.0187, 3.3814)  0.00
H (-0.3165, 1.6136, -3.1774)  0.01
C (-3.5363, -1.9065, 2.9725)  0.00
O (-0.6694, 0.8474, -0.6682)  -0.13
H (-1.3204, 3.1691, 1.9915)  0.00
H (2.5512, 0.4060, 4.0719)  0.00
O (0.6093, 1.3562, -3.1449)  0.02
O (1.3565, -3.0591, -0.9481)  0.00
S (1.0143, -2.1511, -2.0263)  0.02
H (3.0405, 1.1721, -5.4515)  0.00
O (-1.6151, 3.4634, -0.8600)  0.00
F (4.9043, 0.2381, -2.1929)  0.00
H (-0.1174, 4.2874, 1.2460)  0.00
C (2.6154, 0.9838, -4.4637)  0.06
O (4.2015, 1.3511, 2.0036)  0.00
H (-1.4518, 4.9660, 2.1532)  0.00
F (2.1460, 2.2771, 1.1536)  0.01
V (-2.0365, -0.6527, -1.5430)  3.01
O (5.9320, 0.7054, -0.1153)  0.00
H (2.7319, -0.0826, -4.2797)  0.00
H (1.6356, -0.4527, 5.2926)  0.00
H (-3.6361, -3.6873, -3.0299)  0.00
O (-2.4145, -2.5162, 2.3501)  0.00
C (1.2146, 1.4800, -4.4778)  -0.01
H (-3.2055, -5.2661, -2.3389)  0.00
H (-3.4324, -4.3743, -0.0514)  0.00
H (1.2186, 2.5340, -4.7579)  0.00
O (-0.4376, -1.9100, -2.0413)  0.00
F (1.0924, -2.3747, -4.6224)  0.00
S (3.7360, 2.1655, 0.9434)  0.00
C (-2.0262, 4.2496, 0.2597)  0.00
O (-1.2524, -0.8775, 0.5506)  0.01
O (0.9115, -0.6746, 3.4078)  0.00
H (-3.0907, 4.1032, 0.4742)  0.00
C (-1.1647, 4.1364, 1.5104)  0.00
C (1.5350, 0.1605, 4.4014)  0.00
C (-0.4135, 0.0621, 0.3455)  -0.03
O (-3.2427, -2.3846, -0.5935)  0.03
H (-1.4082, 2.5935, -0.5008)  0.03
C (-3.7031, -3.7195, -0.8790)  0.00
O (5.4742, 2.5025, -1.7161)  0.00
H (-4.0679, -0.3719, 4.3729)  0.00
H (-3.2655, -2.2522, 0.3682)  -0.01
F (0.7280, -4.2085, -3.5319)  0.00